ORCA calculation (the ωB97M-V functional and the def2-TZVPD basis) on a molecular structure, C38H28Cl3N5O4PSr at a distorted geometry.

Geometry as XYZ:
```
80
C38H28Cl3N5O4PSr (the ωB97M-V functional and the def2-TZVPD basis)
Sr 0.10 -1.43 -0.42
Cl -2.62 -5.15 -5.88
C -1.48 -4.64 -4.66
C -1.97 -4.02 -3.52
C -1.12 -3.57 -2.51
N -1.55 -2.87 -1.37
C -2.79 -2.96 -0.90
O -3.76 -3.61 -1.32
C -3.06 -2.11 0.36
C -4.38 -1.82 0.66
C -4.67 -1.13 1.83
C -3.63 -0.79 2.68
C -2.35 -1.11 2.30
N -2.04 -1.75 1.16
C 0.28 -3.78 -2.66
C 0.74 -4.42 -3.81
C -0.12 -4.83 -4.81
Cl 0.55 -5.62 -6.22
N 1.15 -3.24 -1.68
C 2.31 -3.81 -1.40
O 2.81 -4.88 -1.77
C 3.22 -2.94 -0.48
C 4.54 -3.34 -0.32
C 5.40 -2.54 0.41
C 4.92 -1.37 0.98
C 3.59 -1.06 0.79
N 2.74 -1.82 0.09
H -3.04 -3.89 -3.41
H -5.14 -2.15 -0.02
H -5.70 -0.88 2.08
H -3.80 -0.25 3.60
H -1.51 -0.83 2.93
H 1.80 -4.61 -3.91
H 4.84 -4.26 -0.80
H 6.44 -2.83 0.54
H 5.55 -0.71 1.55
H 3.16 -0.17 1.25
N 1.15 -0.15 -2.57
C -0.12 0.14 -3.27
C -1.09 0.87 -2.33
O -1.81 1.77 -2.76
O -1.03 0.46 -1.12
H 1.64 0.72 -2.41
H 1.74 -0.76 -3.12
H -0.59 -0.82 -3.55
H 0.00 0.73 -4.18
Cl 1.20 -0.44 3.60
C 1.54 1.29 3.60
C 2.33 1.74 4.64
C 2.61 3.09 4.75
C 2.08 3.98 3.82
C 1.30 3.50 2.79
C 1.01 2.13 2.64
P 0.01 1.50 1.19
C 0.64 2.68 -0.06
C -0.12 3.64 -0.71
C 0.44 4.44 -1.70
C 1.78 4.31 -2.04
C 2.55 3.34 -1.40
C 1.99 2.54 -0.43
C -1.66 2.13 1.68
C -2.71 2.10 0.77
C -3.99 2.47 1.16
C -4.25 2.85 2.47
C -3.21 2.87 3.39
C -1.92 2.51 3.00
H 2.72 1.03 5.36
H 3.23 3.45 5.56
H 2.28 5.04 3.89
H 0.89 4.19 2.06
H -1.17 3.74 -0.48
H -0.18 5.17 -2.21
H 2.21 4.93 -2.81
H 3.60 3.22 -1.66
H 2.60 1.79 0.06
H -2.53 1.78 -0.25
H -4.79 2.44 0.43
H -5.25 3.12 2.77
H -3.39 3.15 4.42
H -1.13 2.53 3.74
```

total charge: -1
HOMO level: -4.4 eV
LUMO energy: 2.017 eV
maximum force: 0.0278 hartree/bohr
energy relative to the best compared isomer or geometry (same formula, charge and spin): 15.5 kcal/mol

ORCA calculation (the ωB97M-V functional and the def2-TZVPD basis) on a molecular structure, C32H23BrInN6O4 at a distorted geometry.

Geometry as XYZ:
```
67
C32H23BrInN6O4 (the ωB97M-V functional and the def2-TZVPD basis)
In -1.52 -0.06 -0.57
O -3.85 -3.57 -0.73
C -3.01 -2.70 -0.62
N -3.17 -1.39 -0.35
C -4.41 -0.72 -0.23
C -5.64 -1.37 -0.19
C -6.82 -0.66 -0.06
C -6.79 0.72 0.03
C -5.57 1.39 -0.01
C -4.37 0.69 -0.14
N -3.11 1.32 -0.23
C -2.90 2.63 -0.41
O -3.68 3.56 -0.27
C -1.50 2.97 -0.90
C -1.10 4.30 -0.91
C 0.13 4.62 -1.45
C 0.92 3.61 -1.98
C 0.47 2.31 -1.91
N -0.72 2.00 -1.38
C -1.56 -3.12 -0.77
C -1.27 -4.47 -0.79
C 0.04 -4.88 -0.87
C 1.04 -3.92 -0.94
C 0.68 -2.59 -0.94
N -0.59 -2.20 -0.85
H -5.67 -2.45 -0.26
H -7.76 -1.18 -0.04
H -7.70 1.29 0.14
H -5.54 2.47 0.06
H -1.77 5.04 -0.50
H 0.46 5.65 -1.48
H 1.88 3.83 -2.43
H 1.06 1.49 -2.29
H -2.10 -5.17 -0.73
H 0.30 -5.94 -0.88
H 2.09 -4.19 -1.01
H 1.43 -1.82 -1.03
C -2.27 0.04 2.83
O -1.17 0.12 1.91
C 0.10 0.08 2.42
C 0.42 0.00 3.76
C 1.76 -0.04 4.12
Br 2.19 -0.15 5.96
C 2.77 0.00 3.19
C 2.45 0.08 1.83
C 1.10 0.13 1.45
O 0.70 0.22 0.16
C 3.48 0.12 0.79
N 3.17 0.16 -0.49
C 4.36 0.16 -1.20
C 4.59 0.19 -2.57
C 5.91 0.17 -2.99
C 6.96 0.12 -2.06
C 6.74 0.10 -0.70
C 5.42 0.12 -0.28
N 4.82 0.09 0.97
H -2.22 -0.89 3.40
H -3.17 0.06 2.22
H -2.27 0.90 3.50
H -0.35 -0.03 4.52
H 3.80 -0.05 3.52
H 1.60 0.18 -0.43
H 3.77 0.22 -3.27
H 6.13 0.18 -4.04
H 7.98 0.11 -2.43
H 7.56 0.06 0.00
H 5.30 0.05 1.85
```

total charge: +1
HOMO level: -10.0 eV
LUMO energy: -3.093 eV
maximum force: 0.0259 hartree/bohr

ORCA calculation (the ωB97M-V functional and the def2-TZVPD basis) on a molecular structure, C5H18NO2 at a distorted geometry.

Geometry as XYZ:
```
26
C5H18NO2 (the ωB97M-V functional and the def2-TZVPD basis)
C 0.03 -2.56 1.29
C 1.01 -1.66 0.46
C 1.68 -0.56 1.37
C 1.59 0.86 0.92
C 2.52 1.13 -0.26
N 0.26 -1.13 -0.59
H -0.75 -1.81 1.71
H -0.54 -3.25 0.64
H 0.48 -3.13 2.12
H 1.84 -2.30 0.12
H 2.74 -0.83 1.46
H 1.28 -0.67 2.39
H 1.59 1.57 1.76
H 0.59 1.17 0.53
H 2.43 0.30 -0.99
H 3.57 1.38 -0.02
H 2.06 1.98 -0.82
H -2.37 4.49 -5.75
H -1.66 4.66 -5.65
H 0.47 -1.61 -1.46
H -0.81 -0.49 -0.14
H -2.46 -0.08 0.24
O -1.54 -0.04 0.57
H -4.95 0.99 0.76
H -4.51 1.11 -0.71
O -4.55 0.48 0.03
```

total charge: +1
HOMO level: -14.8 eV
LUMO energy: -8.986 eV
maximum force: 0.0727 hartree/bohr
energy relative to the best compared isomer or geometry (same formula, charge and spin): 178.5 kcal/mol

ORCA calculation (the ωB97M-V functional and the def2-TZVPD basis) on C11H10N6O in the gas phase at a distorted geometry.

Geometry as XYZ:
```
28
C11H10N6O (the ωB97M-V functional and the def2-TZVPD basis)
N -2.10 -2.29 0.27
C -2.23 -1.98 -1.07
N -3.23 -2.67 -1.66
C -3.47 -2.27 -2.92
N -2.88 -1.35 -3.67
C -1.88 -0.78 -3.04
N -1.11 0.32 -3.40
N -0.31 0.75 -2.39
C -0.53 -0.14 -1.41
C 0.24 0.15 -0.18
C 1.01 1.32 0.14
C 1.57 1.02 1.32
C 2.49 2.03 2.11
C 2.29 2.19 3.59
C 3.49 1.33 3.02
O 1.40 -0.27 1.67
N 0.48 -0.83 0.65
C -1.53 -1.05 -1.69
H -2.72 -3.09 0.44
H -1.20 -2.14 0.73
H -4.44 -2.70 -3.31
H -1.28 0.76 -4.30
H 1.10 2.17 -0.42
H 2.89 2.78 1.49
H 1.31 1.69 3.79
H 2.63 3.09 4.11
H 3.43 0.28 3.04
H 4.59 1.69 3.09
```

HOMO level: -8.7 eV
SMILES: Nc1ncnc2[nH]nc(-c3cc(C4CC4)on3)c12
LUMO energy: 0.404 eV
maximum force: 0.1080 hartree/bohr
energy relative to the best compared isomer or geometry (same formula, charge and spin): 20.6 kcal/mol